{
  "formula": "C5H6BrFN2",
  "method": "ωB97M-V/def2-TZVPD",
  "spin_multiplicity": 1,
  "de_lowest_kcal_mol": 106.1,
  "max_force_ev_per_a": 3.97,
  "orbital_gap_ev": [6.62, 9.58],
  "e_tot_ev": -81016.0035,
  "elements": ["H", "C", "F", "H", "N", "H", "C", "H", "H", "C", "H", "N", "C", "C", "Br"],
  "coordinates": [[-0.9093, 2.0809, -1.4654], [0.3694, -0.9581, 0.1105], [1.3704, 1.1534, -0.0747], [-0.9872, -0.5606, -3.1095], [1.1519, 0.0868, 2.0182], [2.0936, -0.3477, 1.9214], [-0.3808, -1.1870, -0.9542], [1.0089, 0.7859, 2.7351], [0.6720, -1.8533, 0.6195], [-1.0109, 1.1048, -1.9009], [-0.4805, -2.2630, -1.1397], [-0.6454, 1.1638, 0.7581], [0.5213, 0.4163, 0.7799], [-0.7665, -0.1628, -2.0158], [-2.0070, 0.5405, 1.7176]],
  "forces_ev_per_angstrom": [[-0.27, -0.16, 0.05], [-1.32, 0.45, -0.33], [0.29, 0.36, 0.28], [0.57, 0.31, 2.23], [-0.23, 0.59, 0.24], [-1.27, 0.87, 0.18], [0.68, 0.01, -1.46], [0.68, -0.03, -0.02], [0.32, 0.13, 0.68], [0.63, 0.22, 0.39], [-0.30, 0.56, -0.66], [-0.41, 1.68, 0.16], [2.45, -3.01, -0.84], [-1.21, -1.48, -1.39], [-0.59, -0.50, 0.49]]
}

{
  "formula": "C25H61AsCrN6O5P2SSi3",
  "method": "ωB97M-V/def2-TZVPD",
  "spin_multiplicity": 5,
  "de_lowest_kcal_mol": 13.7,
  "max_force_ev_per_a": 0.92,
  "orbital_gap_ev": [7.43, 7.47],
  "e_tot_ev": -188410.1990,
  "elements": ["H", "C", "H", "C", "H", "H", "H", "N", "H", "C", "C", "H", "H", "H", "H", "H", "H", "C", "N", "Si", "H", "H", "Si", "H", "O", "H", "H", "H", "O", "H", "H", "H", "As", "H", "P", "O", "C", "H", "N", "C", "H", "Cr", "C", "H", "H", "H", "N", "C", "C", "H", "C", "H", "H", "N", "H", "H", "H", "H", "C", "H", "H", "H", "Si", "H", "H", "C", "C", "H", "C", "H", "S", "H", "C", "C", "C", "H", "O", "P", "H", "H", "H", "H", "H", "C", "C", "C", "H", "H", "H", "H", "H", "C", "H", "H", "H", "H", "N", "H", "C", "C", "H", "C", "H", "H", "O"],
  "coordinates": [[3.4424, 1.4003, -0.3110], [-1.8528, 2.5351, -1.1786], [-4.1280, -1.4687, -1.1740], [1.5151, 1.0956, 4.5754], [-1.0455, -3.0362, 4.1509], [5.1180, 1.0803, 0.1893], [3.9914, -0.5436, 3.3425], [3.4960, -2.2928, 1.1124], [1.3124, -4.2115, -2.8666], [-2.6387, 4.3132, 0.1685], [-2.5087, 0.8521, -5.9149], [-3.6054, -2.2078, 1.5942], [1.4385, 3.0917, 2.6975], [-1.9132, -3.8820, -2.6766], [2.3706, -4.0861, 1.2559], [-3.9196, 0.9859, -2.2003], [0.5189, 3.2619, -2.9537], [1.2287, 2.4711, -2.7078], [0.8361, 1.1719, 3.2985], [-0.1735, -2.5231, -3.8311], [-2.9659, -4.4814, 0.8956], [2.4647, 1.6366, 4.5352], [1.0228, 0.9305, -3.7607], [-2.2735, -1.0548, 4.5975], [-1.1130, -2.3659, -0.7479], [1.1095, -1.7793, -5.8407], [1.4706, -2.6850, -1.9902], [-1.3869, 2.1592, -2.0768], [-0.3848, 0.2273, 1.3045], [4.6518, -1.7479, -0.5645], [0.9063, 1.5306, 5.3749], [-4.7180, -1.3094, -4.6275], [-0.7824, -0.3941, -2.9331], [-3.6140, -2.1508, -3.5300], [2.6427, -0.8814, 0.9807], [-0.6735, -3.3827, 1.1995], [1.3784, -3.1263, -2.9813], [2.7831, -0.7293, -4.3954], [-2.1802, 1.5977, -0.2693], [-3.8065, -2.5296, 0.5697], [-0.0389, 2.0512, -5.7250], [-1.4982, -0.3933, -0.4443], [-1.3381, -0.4935, 4.5767], [-0.6241, -1.6975, -6.1647], [-2.2292, -3.8448, -4.4222], [-1.7924, 0.3361, -6.5543], [-3.6757, -1.3307, -0.2763], [-3.8717, 1.2247, -3.2646], [4.4445, 0.1748, 2.6610], [-2.8002, 5.3682, 0.3543], [2.6019, -0.0556, -3.5564], [2.2772, -2.8976, -3.5547], [-1.5851, 0.5181, 4.2605], [-0.4119, -1.1211, 3.6428], [1.7273, 0.0577, 4.8322], [-1.7706, 4.5653, -1.8148], [-3.0556, -4.0045, -0.8163], [-3.2899, -2.1281, -5.2653], [-1.4092, -3.1315, 0.2519], [1.7224, 2.1164, -5.7750], [5.1216, -3.2588, 0.2251], [-3.5718, 2.2710, -3.3469], [-2.7336, 0.0787, -4.2220], [0.5489, -2.6059, 4.7968], [-3.4860, 0.8184, -6.4066], [-2.0606, 3.8791, -1.0320], [-2.9999, 3.3842, 1.1019], [-3.4593, 3.6696, 2.0372], [-1.4512, -3.8834, -3.6617], [-4.8280, -2.9228, 0.5455], [-3.4022, 0.8732, 2.0236], [2.2348, 2.8619, -2.8860], [0.1550, -2.2819, -5.6709], [0.8670, 1.4738, -5.5452], [-0.1126, -2.5166, 3.9260], [-2.2142, 1.8996, -5.8434], [1.6339, -1.0726, 2.2230], [0.3273, -0.1852, 2.5332], [0.3275, -3.0002, 3.0624], [-0.0048, 2.4538, 1.8822], [3.9135, -4.0446, 2.1502], [4.5608, 1.1223, 3.1931], [-0.9140, -0.4715, 5.5867], [-3.6669, -1.5360, -4.4305], [0.5208, 2.5103, 2.8313], [-2.8365, -3.6565, 0.1958], [-4.8783, 1.1328, -3.6821], [-0.1159, 3.0290, 3.5553], [4.1652, 2.3253, 1.0160], [-4.1282, -0.5543, 0.2102], [1.1343, 2.2527, -1.6423], [-2.8164, 1.9933, 0.8732], [2.5850, -0.6425, -2.6379], [-0.9074, -4.8241, -3.7846], [3.6672, -3.1990, -0.7985], [5.4403, -0.1946, 2.3891], [3.6040, 0.3687, 1.4943], [0.2010, -3.2576, -6.1630], [4.1122, 1.3418, 0.5415], [3.0385, -3.4607, 1.8563], [2.5094, -3.1592, 2.7545], [4.2704, -2.6444, -0.0746], [3.4409, 0.6445, -3.5008], [0.8787, 0.6344, -6.2415], [2.0639, -0.5601, -0.3297]],
  "forces_ev_per_angstrom": [[-0.02, -0.01, -0.03], [0.16, 0.01, 0.00], [0.02, -0.04, 0.00], [0.01, 0.00, -0.02], [0.02, -0.01, -0.05], [0.00, 0.00, 0.00], [-0.01, 0.00, 0.00], [-0.10, -0.05, 0.00], [0.02, 0.02, 0.02], [0.04, -0.01, -0.02], [-0.01, -0.04, -0.02], [0.02, 0.02, -0.02], [0.01, -0.01, 0.00], [0.03, 0.00, 0.03], [-0.02, -0.02, 0.02], [-0.03, -0.03, -0.03], [-0.04, 0.01, -0.01], [-0.11, -0.01, 0.05], [-0.15, 0.00, 0.03], [0.04, 0.04, -0.05], [0.00, 0.00, 0.00], [0.00, 0.00, 0.00], [0.15, 0.02, 0.17], [0.00, -0.01, 0.00], [0.41, 0.29, 0.29], [-0.02, 0.02, 0.00], [0.00, 0.03, 0.12], [0.06, -0.03, -0.07], [0.17, -0.49, -0.38], [-0.02, 0.00, 0.00], [0.00, 0.01, -0.01], [0.00, 0.01, -0.03], [0.06, 0.12, -0.91], [-0.03, -0.01, -0.02], [0.19, 0.24, 0.08], [-0.07, -0.09, -0.19], [0.06, -0.03, 0.05], [-0.01, 0.00, -0.03], [-0.27, 0.23, 0.16], [-0.01, -0.07, 0.06], [0.03, 0.02, 0.00], [-0.44, -0.34, 0.67], [-0.04, 0.03, -0.04], [-0.02, -0.03, 0.02], [0.02, -0.02, 0.02], [0.01, -0.01, 0.02], [0.15, 0.20, -0.03], [0.04, 0.01, 0.03], [-0.01, 0.03, 0.04], [-0.01, 0.00, 0.00], [-0.02, -0.12, -0.04], [0.00, 0.01, 0.01], [0.01, -0.01, 0.00], [0.14, 0.03, 0.09], [-0.01, 0.00, 0.01], [0.01, 0.00, 0.00], [0.01, -0.04, 0.01], [0.01, 0.00, 0.02], [-0.05, -0.09, 0.04], [0.01, -0.02, -0.01], [0.00, 0.01, -0.01], [0.00, -0.02, 0.01], [-0.05, 0.06, 0.08], [0.00, 0.03, 0.02], [0.01, 0.02, -0.03], [0.01, 0.01, 0.03], [-0.04, -0.02, -0.01], [-0.02, 0.01, -0.01], [-0.10, 0.10, -0.02], [-0.01, 0.03, 0.02], [-0.02, -0.07, -0.02], [-0.01, 0.01, -0.02], [0.02, -0.02, 0.02], [-0.04, 0.00, -0.02], [0.06, -0.02, 0.04], [0.00, 0.00, 0.00], [-0.07, -0.21, -0.15], [-0.20, 0.27, 0.15], [-0.04, 0.02, 0.06], [-0.01, 0.01, 0.00], [-0.02, -0.03, -0.02], [0.01, 0.00, -0.01], [-0.01, -0.02, 0.01], [0.00, 0.00, 0.04], [0.04, 0.01, -0.03], [-0.02, 0.12, 0.03], [0.00, 0.01, -0.02], [-0.01, -0.01, -0.01], [0.01, -0.01, 0.00], [-0.01, -0.02, -0.03], [0.02, -0.05, 0.01], [0.04, 0.05, 0.00], [0.03, 0.10, 0.05], [-0.01, -0.02, 0.01], [-0.01, -0.02, -0.04], [0.00, 0.00, 0.00], [0.13, -0.14, -0.13], [0.03, 0.00, -0.01], [-0.02, 0.05, 0.03], [-0.05, 0.02, -0.03], [0.03, 0.00, -0.01], [0.08, 0.08, 0.06], [-0.01, -0.01, -0.02], [-0.02, -0.01, 0.01], [-0.12, -0.13, -0.10]]
}

{
  "formula": "C3H5N3O",
  "method": "ωB97M-V/def2-TZVPD",
  "spin_multiplicity": 1,
  "de_lowest_kcal_mol": 127.8,
  "max_force_ev_per_a": 8.21,
  "orbital_gap_ev": 8.34,
  "e_tot_ev": -9705.0415,
  "elements": ["H", "C", "H", "H", "N", "N", "O", "C", "H", "N", "C", "H"],
  "coordinates": [[1.9777, 1.8878, -0.6484], [0.5827, 0.0496, -0.3593], [2.5010, 0.4424, -1.6147], [-1.8396, -1.0602, 1.2392], [-1.0102, -1.2508, -0.8277], [0.1143, -0.8581, -1.3100], [-0.3709, 1.2079, 1.6802], [1.9973, 0.7390, -0.7532], [-0.9611, 0.6325, 2.6230], [-1.2325, -0.5164, 0.3270], [-0.2713, 0.2929, 0.6693], [2.3366, 0.3225, 0.2939]],
  "forces_ev_per_angstrom": [[-0.13, -1.86, -0.26], [4.52, 2.54, -4.32], [0.50, -1.01, -1.15], [1.90, 2.05, -4.13], [-0.75, -0.36, 1.01], [-0.84, 1.28, 2.82], [-2.16, -3.31, 3.74], [-2.94, 0.82, 6.23], [2.80, 2.70, -4.37], [-5.80, -4.85, 3.20], [1.47, 0.84, -0.49], [1.42, 1.15, -2.27]]
}

{
  "formula": "C4H10K2NO7S",
  "method": "ωB97M-V/def2-TZVPD",
  "spin_multiplicity": 1,
  "total_charge": 1,
  "max_force_ev_per_a": 4.42,
  "orbital_gap_ev": 4.05,
  "e_tot_ev": -63605.1154,
  "elements": ["O", "O", "H", "H", "H", "H", "C", "C", "O", "N", "H", "K", "H", "O", "O", "C", "O", "C", "H", "H", "H", "H", "O", "K", "S"],
  "coordinates": [[-17.4581, 28.0868, -12.9805], [-8.6512, 20.6979, -15.3659], [-17.6107, 26.1899, -14.2208], [-6.7354, 20.7074, -13.3650], [-8.4970, 20.2588, -11.0292], [-17.1897, 24.8927, -12.9987], [-7.2556, 19.9775, -12.7447], [-12.7102, 22.9609, -15.7829], [-13.2987, 22.2611, -16.8421], [-17.3595, 26.9800, -12.5145], [-11.7300, 23.4169, -15.9228], [-10.8573, 21.6634, -20.0457], [-13.4042, 23.7026, -15.3875], [-7.9110, 19.0529, -13.5846], [-10.2426, 18.7984, -14.7258], [-16.9504, 25.8716, -13.4140], [-9.5436, 20.4472, -12.8491], [-8.4529, 20.7453, -12.0037], [-12.5105, 22.2489, -14.9822], [-15.8786, 25.9807, -13.5795], [-6.5621, 19.5176, -12.0407], [-8.2882, 21.8220, -11.9637], [-17.3830, 26.7072, -11.3196], [-17.0868, 21.8647, -18.9185], [-9.1942, 19.7794, -14.3484]],
  "forces_ev_per_angstrom": [[-0.46, 0.15, -0.36], [-1.45, -1.55, 2.36], [0.69, -0.96, -0.92], [0.30, -0.12, -0.02], [-0.99, 0.29, -0.02], [-0.06, 0.37, 0.10], [-0.69, 1.97, 0.13], [-0.92, -1.36, -0.39], [0.42, 0.33, -1.00], [1.69, -0.62, 2.47], [0.30, 0.49, -0.60], [-0.21, 0.09, 0.69], [0.02, 0.56, 0.29], [-0.48, -0.95, -1.57], [3.06, 2.89, 1.35], [-1.06, 0.64, -0.48], [-2.05, 0.34, -1.72], [2.09, -1.26, -1.33], [0.00, -0.18, 0.70], [-0.25, 0.08, -0.28], [-0.31, -0.40, -0.34], [-0.04, -0.18, 0.16], [-0.53, 0.33, -0.50], [0.39, 0.07, 0.39], [0.53, -1.03, 0.91]]
}

{
  "formula": "C6H10FN",
  "method": "ωB97M-V/def2-TZVPD",
  "spin_multiplicity": 1,
  "de_lowest_kcal_mol": 44.6,
  "max_force_ev_per_a": 5.27,
  "orbital_gap_ev": 9.15,
  "e_tot_ev": -10589.1336,
  "elements": ["H", "H", "H", "H", "F", "C", "N", "C", "C", "C", "H", "C", "H", "H", "H", "H", "H", "C"],
  "coordinates": [[2.0698, 0.8190, 1.4591], [-0.2662, 0.0480, 2.0307], [-0.8123, -1.4750, 1.3274], [-2.1291, 0.6946, 1.0110], [-2.1683, -0.5132, -0.4879], [-1.3746, 0.3597, 0.3120], [0.8863, -0.8004, 0.3894], [0.8359, 1.5284, -0.3780], [-0.3949, -0.5536, 1.1685], [1.7090, 0.5103, 0.4062], [0.8187, -2.5367, -0.6180], [-0.4765, 1.3920, -0.4416], [2.1773, -1.6292, -0.9183], [1.2742, 2.5432, -0.7549], [2.6550, 0.3830, -0.1252], [-1.0324, 2.1978, -0.9930], [0.6051, -1.0275, -1.7610], [1.0261, -1.5361, -0.8992]],
  "forces_ev_per_angstrom": [[-1.20, -0.34, -1.39], [0.94, 0.06, 1.16], [-1.35, -2.14, 0.78], [0.06, 1.21, -0.03], [0.71, 0.68, -0.54], [1.77, -1.95, 0.41], [1.46, 2.44, 2.13], [1.64, 1.46, 1.31], [1.07, 2.05, -4.73], [-1.29, -0.76, -0.36], [-1.25, -1.09, -0.73], [-2.95, 0.74, -0.36], [-1.63, 0.44, -0.81], [-0.60, -2.18, 0.43], [-0.16, -0.33, -0.17], [0.43, -0.94, 0.52], [-0.22, -0.51, -0.26], [2.55, 1.17, 2.64]]
}

{
  "formula": "C5H13N3O2",
  "method": "ωB97M-V/def2-TZVPD",
  "spin_multiplicity": 1,
  "de_lowest_kcal_mol": 161.5,
  "max_force_ev_per_a": 4.03,
  "orbital_gap_ev": 9.17,
  "e_tot_ev": -13955.0314,
  "elements": ["O", "N", "H", "H", "C", "H", "O", "H", "H", "H", "N", "H", "C", "C", "H", "H", "C", "C", "H", "N", "H", "H", "H"],
  "coordinates": [[3.5071, -0.9860, -0.1862], [1.7179, 0.3122, -0.0015], [-1.9959, -0.7496, -1.5978], [0.1437, -1.8641, 1.2148], [-0.6052, -0.3858, 0.0642], [-0.4283, -0.1937, -2.1194], [2.4841, 1.3273, -0.3223], [-0.9709, 2.1356, 0.2865], [-2.1520, 0.8121, 1.0628], [3.6781, 0.0403, -0.5377], [2.1935, -0.8992, 0.1446], [0.0248, 2.2112, -1.0819], [-0.2578, -1.7923, 0.2965], [-1.6621, -0.1355, 1.2944], [-1.2076, -0.0958, 2.2250], [0.8399, 2.5390, 0.4342], [-1.1697, -0.0636, -1.3253], [0.0286, 1.9649, 0.0130], [-1.1187, -2.4943, 0.3601], [0.4331, 0.5994, 0.2191], [-1.6263, 0.8571, -1.3911], [0.4694, -2.1103, -0.3466], [-2.3257, -1.0289, 1.2946]],
  "forces_ev_per_angstrom": [[-0.11, 3.88, -1.06], [3.20, -0.04, -0.55], [0.40, -0.04, 0.26], [1.65, -0.28, 3.35], [-2.81, 0.94, 1.06], [0.16, 0.17, 0.26], [-0.44, -1.89, 0.09], [-0.82, 0.19, 1.19], [-0.58, -0.36, 0.48], [-0.17, -2.59, 1.06], [-1.07, 1.54, -0.05], [0.27, -0.11, 0.67], [-2.13, -1.07, -1.20], [-0.54, -0.31, -3.85], [1.29, 0.18, 1.60], [-0.56, 0.77, 0.45], [-0.81, -3.42, -0.22], [2.29, 0.35, -2.34], [0.25, 0.78, -0.70], [-0.21, -0.60, 1.47], [-0.64, 2.22, -0.08], [1.40, -1.35, -1.81], [0.00, 1.04, -0.09]]
}